Entry 1:
85
Properties=species:S:1:pos:R:3:forces:R:3 method="wB97M-V/def2-TZVPD" charge=+1 spin_multiplicity=1 homo_lumo_gap_ev=7.2195
Cd 2.459 0.539 -2.089 -1.9 -1.3 -1.7
N 0.167 0.662 -0.653 -0.8 0.0 2.1
O -0.868 0.728 0.004 1.1 -0.4 -0.3
O 1.243 0.253 -0.272 2.2 -2.5 5.5
O 0.302 1.040 -1.780 -3.1 3.0 -6.3
C 4.220 2.109 -0.371 0.3 0.3 0.0
C 5.101 0.928 -0.852 -0.5 0.8 0.0
O 4.223 -0.181 -1.199 1.9 -0.2 1.5
O 3.083 2.262 -1.291 2.2 2.5 1.3
H 4.778 3.040 -0.277 0.4 0.0 -1.0
H 3.809 2.135 0.638 -0.1 -1.4 0.1
H 5.859 0.728 -0.094 -0.4 -0.5 0.2
H 5.638 1.086 -1.787 0.0 0.9 0.1
H 4.669 -0.997 -0.961 -0.2 -0.4 0.0
H 2.915 3.206 -1.332 -0.6 0.2 -0.4
C 1.725 -3.199 0.310 0.4 0.2 2.6
C 1.734 -4.398 1.269 0.0 0.8 -0.5
O 3.113 -4.726 1.516 -0.7 -0.2 -0.2
O 2.194 -3.619 -0.941 -0.2 0.3 -1.0
H 2.422 -2.521 0.801 0.2 0.5 -0.3
H 0.790 -2.642 0.259 -0.2 -0.4 -0.5
H 1.136 -5.139 0.739 0.3 -0.8 0.4
H 1.320 -4.171 2.251 -0.1 0.1 -0.2
H 3.505 -5.075 0.712 0.1 -0.4 0.2
H 2.937 -4.216 -0.822 0.1 0.1 -0.1
C 1.105 -2.665 -4.359 -1.5 1.1 0.7
C 0.615 -1.727 -3.201 0.9 0.1 -0.9
O 1.807 -1.448 -2.396 -1.0 0.0 -1.4
O 1.340 -3.912 -3.767 0.6 -0.2 -0.4
H 2.001 -2.278 -4.844 0.1 0.3 0.2
H 0.374 -2.728 -5.165 -0.3 -0.2 0.2
H -0.118 -2.173 -2.528 0.0 -0.5 -0.3
H 0.192 -0.766 -3.495 0.2 0.0 -0.3
H 1.960 -2.258 -1.904 0.7 -0.9 0.8
H 2.296 -3.927 -3.682 0.0 -0.7 0.2
C 3.053 -0.274 4.168 -1.8 -0.6 -0.8
C 2.062 -0.314 2.993 -0.5 0.5 -0.4
O 1.005 -1.233 3.168 1.0 -0.5 0.6
O 4.026 0.710 3.955 0.7 -0.1 -0.2
H 3.482 -1.276 4.177 0.5 0.2 0.3
H 2.477 -0.129 5.081 0.2 0.1 0.2
H 2.614 -0.497 2.071 0.4 -0.4 -0.2
H 1.585 0.645 2.790 0.2 0.7 0.4
H 0.356 -1.107 2.471 -0.5 0.1 -0.1
H 3.605 1.531 3.691 -0.2 0.1 0.2
C -2.137 -2.692 2.216 0.6 1.3 -1.7
C -2.369 -3.353 0.832 -2.1 -0.4 2.1
O -3.502 -2.799 0.164 0.8 0.9 -1.0
O -1.456 -1.440 2.018 0.9 -0.2 0.2
H -1.479 -3.329 2.808 -0.1 0.2 0.2
H -3.043 -2.383 2.738 -0.4 -1.0 0.1
H -2.678 -4.372 1.065 0.7 -0.5 -0.2
H -1.473 -3.316 0.214 -0.3 0.1 -0.1
H -4.304 -2.821 0.691 0.2 -0.3 0.3
H -1.963 -0.824 1.484 -0.3 -0.1 -0.1
C -4.312 0.657 -0.932 0.2 0.9 -0.9
C -3.798 0.053 -2.232 -0.8 0.4 -0.6
O -3.886 1.045 -3.298 0.3 -0.3 0.9
O -3.442 1.636 -0.452 0.7 0.8 0.5
H -4.500 -0.059 -0.131 -0.4 -0.4 -0.4
H -5.177 1.259 -1.213 -0.6 -0.6 0.2
H -4.481 -0.746 -2.523 0.2 -0.4 0.1
H -2.773 -0.301 -2.123 0.1 -0.2 0.0
H -3.180 0.869 -3.923 0.0 0.1 0.0
H -2.593 1.235 -0.252 0.1 0.1 -0.1
C -3.025 1.224 3.404 0.2 0.7 -1.0
C -1.867 2.241 3.152 -0.4 -1.5 1.3
O -1.259 2.622 4.377 0.4 0.2 0.2
O -4.205 1.765 3.961 0.2 0.1 0.4
H -2.673 0.385 4.003 0.4 0.2 0.2
H -3.303 0.809 2.435 0.1 -0.1 -0.5
H -2.063 3.097 2.506 -0.4 -0.2 -0.1
H -1.121 1.573 2.720 0.2 0.3 -0.6
H -1.657 3.389 4.796 -0.4 0.0 -0.3
H -4.485 1.107 4.601 -0.4 0.3 0.2
C -1.367 5.329 -1.861 -1.2 0.7 -0.6
C -1.672 5.693 -3.339 0.4 -0.9 0.3
O -2.428 4.673 -3.983 0.2 -0.1 0.0
O -0.386 4.355 -1.671 1.1 -0.5 -0.1
H -2.281 4.921 -1.430 -0.4 0.3 0.1
H -1.100 6.221 -1.294 0.2 0.0 -0.1
H -0.743 5.717 -3.909 0.1 0.2 0.1
H -2.179 6.651 -3.459 0.0 0.2 0.4
H -3.150 4.416 -3.405 -0.2 -0.1 0.0
H -0.802 3.493 -1.752 0.0 -0.1 -0.1

Entry 2:
91
Properties=species:S:1:pos:R:3:forces:R:3 method="wB97M-V/def2-TZVPD" spin_multiplicity=4 homo_lumo_gap_ev="8.0248 / 9.4299" s2=3.754
V 0.893 -1.392 0.032 -0.8 1.5 0.5
N 0.737 -1.663 -2.022 1.7 -3.7 -2.1
S 0.358 -0.777 -3.193 -4.3 8.7 -2.4
O -0.914 -1.017 -3.824 1.3 -0.8 0.3
O 1.388 -0.145 -3.973 -0.1 -1.5 0.4
F -0.028 0.443 -2.211 -0.1 0.4 0.4
S 1.280 -2.861 -3.111 5.2 -6.6 0.8
O 2.623 -2.712 -3.724 -3.5 0.9 1.4
O 0.315 -3.651 -3.842 0.4 2.0 1.1
F 1.683 -3.842 -1.871 -0.7 0.6 -0.5
N 1.223 -2.763 1.517 -1.0 -3.4 4.2
S 0.384 -3.467 2.855 -6.0 0.5 1.7
O 0.923 -3.424 4.187 1.0 -0.3 -1.7
O -0.514 -4.570 2.530 2.2 1.4 -0.1
F -0.632 -2.259 2.951 -0.2 0.5 -0.3
S 2.419 -3.798 1.785 6.8 -1.2 -3.7
O 2.269 -5.223 1.537 -1.1 2.1 1.3
O 3.376 -3.330 2.758 -1.3 -0.5 -0.6
F 3.101 -3.395 0.367 0.2 0.3 0.3
C 0.722 2.863 -4.242 0.2 -0.4 -0.2
C 1.120 3.391 -2.832 -1.2 -0.2 -2.3
O 0.083 4.326 -2.493 0.0 -0.1 1.2
H 0.594 3.695 -4.935 0.3 0.3 0.1
H -0.230 2.338 -4.305 -0.2 0.1 0.7
H 1.387 2.137 -4.710 0.5 0.3 0.3
H 2.099 3.867 -2.904 0.1 0.0 0.4
H 1.088 2.582 -2.102 0.2 0.2 0.0
H 0.191 5.171 -2.936 0.2 -0.1 -0.1
C -3.893 -2.111 3.034 -0.8 -0.5 -1.0
C -4.464 -1.359 1.781 0.4 -0.5 2.2
O -3.432 -0.525 1.296 0.2 0.1 -1.0
H -4.631 -2.813 3.421 -0.3 0.3 0.4
H -3.520 -1.435 3.804 -0.2 0.0 -0.1
H -3.100 -2.801 2.745 0.3 0.4 -0.2
H -5.297 -0.710 2.052 -0.3 -0.3 0.1
H -4.825 -2.088 1.056 0.3 0.2 -0.4
H -3.529 0.333 1.716 0.2 0.0 -0.1
C -0.760 0.837 3.021 0.8 -0.3 0.0
C 0.556 0.727 2.212 -1.5 1.0 0.7
O 0.206 0.596 0.830 1.3 -1.7 0.2
H -1.327 -0.085 2.893 -0.1 0.2 0.1
H -1.341 1.703 2.703 0.0 0.0 -0.3
H -0.546 1.023 4.073 0.1 -0.3 0.1
H 1.189 -0.095 2.548 -0.2 -0.3 -0.3
H 1.124 1.634 2.418 0.2 0.2 -0.4
H -0.202 1.397 0.492 -0.5 0.9 -0.4
C -3.367 1.197 -2.752 -0.2 -0.1 0.5
C -4.427 1.062 -1.652 0.3 0.0 -1.1
O -5.655 1.325 -2.289 -1.0 0.0 -0.1
H -2.383 1.194 -2.284 0.1 0.0 -0.4
H -3.546 2.103 -3.331 0.1 0.4 0.4
H -3.443 0.430 -3.523 0.1 -0.4 0.4
H -4.284 1.790 -0.854 0.3 0.1 0.2
H -4.466 0.064 -1.215 0.4 -0.1 0.1
H -6.333 0.828 -1.824 -0.2 0.1 -0.1
C -2.433 -3.502 -1.328 0.3 -0.9 0.3
C -1.623 -3.298 -0.043 0.0 -0.1 -0.6
O -1.330 -1.893 0.097 1.0 -0.7 -0.1
H -1.785 -3.425 -2.201 -0.1 0.6 0.0
H -3.304 -2.848 -1.386 0.2 0.3 0.0
H -2.829 -4.514 -1.408 0.0 -0.2 0.3
H -0.661 -3.812 -0.056 0.0 -0.1 -0.4
H -2.072 -3.661 0.882 -0.4 0.1 -0.2
H -2.177 -1.513 0.345 0.0 1.2 0.4
C 4.070 1.198 -1.104 0.4 -0.3 -0.7
C 3.859 -0.293 -0.802 0.0 1.2 -1.0
O 2.842 -0.358 0.158 -1.3 -1.1 0.8
H 4.846 1.331 -1.858 0.1 0.0 0.0
H 4.370 1.753 -0.216 0.0 -0.1 0.1
H 3.174 1.660 -1.518 -0.1 -0.2 0.1
H 4.782 -0.751 -0.447 -0.1 -0.2 -0.1
H 3.425 -0.832 -1.645 0.6 0.0 -0.3
H 3.129 0.133 0.931 0.0 0.3 0.8
C -1.942 4.690 1.201 -0.4 0.7 0.5
C -2.121 3.576 0.187 0.6 0.6 1.3
O -0.837 2.962 0.041 -0.3 -0.5 -0.5
H -1.394 4.401 2.098 -0.1 -0.6 0.0
H -2.914 5.046 1.542 -0.1 0.2 0.0
H -1.373 5.558 0.867 -0.1 -0.1 -0.6
H -2.542 3.969 -0.739 0.2 -0.3 -0.2
H -2.810 2.848 0.615 0.1 -0.2 -0.2
H -0.413 3.357 -0.725 0.2 0.3 -0.4
C 5.662 -0.539 2.514 0.6 -0.2 0.4
C 5.411 0.962 2.556 0.3 -1.8 -0.5
O 4.021 1.116 2.378 -1.0 0.6 0.4
H 5.067 -1.067 1.769 0.2 0.2 -0.2
H 5.449 -1.053 3.451 -0.3 0.3 0.2
H 6.731 -0.704 2.374 0.0 -0.2 -0.4
H 5.881 1.426 1.689 0.5 0.3 0.3
H 5.777 1.311 3.521 -0.1 0.6 -0.1
H 3.821 2.029 2.598 -0.4 0.1 -0.1

Largest force on an atom: 7.66 10.03 (eV/A)